Entry 1:
120
Properties=species:S:1:pos:R:3:mulliken_charge:R:1 method="wB97M-V/def2-TZVPD" orbital_gap_ev=7.9 relative_energy_kj_mol=171.7 e_lumo_ha=-0.00334 smiles=COC[C@H](C)N.COC[C@H](C)N.COC[C@H](C)N.COC[C@H](C)N.COC[C@H](C)N.COC[C@H](C)N.O.O.O.O.O.O
O 16.67786 1.24540 -11.66313 -0.62
H 17.58152 0.92659 -11.58067 0.29
H 16.76464 2.19938 -11.74237 0.32
O 17.29198 -4.03173 -14.02080 -0.66
H 17.41717 -3.30041 -13.39462 0.28
H 16.45983 -4.44089 -13.76098 0.27
O 19.25043 -4.30032 -16.07027 -0.58
H 19.30054 -3.49090 -16.60452 0.37
H 18.41415 -4.23126 -15.59211 0.33
O 15.78611 0.45874 -14.81475 -0.58
H 15.08566 0.04439 -14.30115 0.26
H 15.56520 1.39425 -14.81481 0.25
O 18.97360 -2.21372 -17.88528 -0.80
H 18.75488 -1.80038 -18.72568 0.34
H 18.24930 -1.95721 -17.29593 0.28
O 16.69254 -1.90410 -16.25501 -0.63
H 16.24396 -1.06438 -16.08150 0.26
H 16.25107 -2.54635 -15.69107 0.27
C 21.77455 0.85332 -6.40020 -1.44
C 21.19175 -0.05023 -7.48898 0.07
C 20.97882 0.66655 -8.84100 0.07
O 19.96817 1.64171 -8.81459 -0.38
C 20.01318 2.51579 -9.92788 -0.45
N 22.06759 -1.20423 -7.68432 -0.44
H 21.69161 0.35309 -5.43098 0.40
H 21.13644 1.72419 -6.25042 0.37
H 22.83605 1.03235 -6.57389 0.27
H 20.18662 -0.22276 -7.08412 0.25
H 20.86895 -0.08388 -9.63090 -0.14
H 21.93802 1.15884 -9.04420 0.38
H 20.94791 3.06572 -10.04803 0.34
H 19.18496 3.21478 -9.81001 0.29
H 19.78697 2.02423 -10.88029 -0.05
H 22.19693 -1.58596 -6.75292 0.27
H 21.50351 -1.89896 -8.16545 0.20
C 18.45218 2.64796 -17.61424 -1.34
C 18.17768 1.76497 -18.86138 0.47
C 19.44978 0.96553 -19.19083 -0.74
O 19.33719 0.15979 -20.33450 -0.44
C 20.50512 -0.49403 -20.81358 -0.71
N 17.04774 0.85493 -18.59053 -0.56
H 19.50546 2.91050 -17.53125 0.34
H 18.09566 2.23060 -16.67165 0.18
H 17.82416 3.54173 -17.65190 0.38
H 17.84896 2.25089 -19.78296 0.43
H 19.85824 0.37223 -18.36424 0.27
H 20.25819 1.68824 -19.35983 0.51
H 21.23288 0.04635 -21.42376 0.31
H 20.14337 -1.22159 -21.54323 0.27
H 20.95916 -1.05369 -19.99374 0.27
H 17.00606 0.12918 -19.29722 0.21
H 16.14474 1.30655 -18.65879 0.23
C 21.59070 -6.15199 -11.97733 -1.22
C 20.09209 -5.99991 -12.27435 0.24
C 19.36238 -5.42442 -11.02293 -0.16
O 19.65169 -6.05847 -9.78465 -0.41
C 19.43410 -7.46786 -9.77043 -0.79
N 19.90814 -5.13565 -13.42956 -0.34
H 21.99923 -5.18996 -11.65462 0.17
H 22.08197 -6.49684 -12.88492 0.35
H 21.75219 -6.78616 -11.10626 0.31
H 19.74553 -7.01606 -12.47431 0.44
H 18.28227 -5.48725 -11.20564 0.35
H 19.57474 -4.35494 -10.97611 -0.01
H 19.04724 -7.62887 -8.76327 0.29
H 20.39482 -7.98102 -9.83878 0.26
H 18.73855 -7.83542 -10.52450 0.33
H 18.92989 -5.03317 -13.67527 0.31
H 20.30757 -4.23391 -13.19752 -0.04
C 24.82040 -1.10241 -15.24784 -1.93
C 23.57675 -0.76876 -16.07048 2.06
C 23.67716 0.53727 -16.86542 -1.06
O 24.78384 0.46218 -17.77007 -0.35
C 24.96534 1.62441 -18.49411 -0.85
N 23.33040 -1.94469 -16.98662 -0.70
H 25.65000 -1.14410 -15.95721 0.55
H 24.71231 -2.08801 -14.79978 0.46
H 25.01380 -0.24604 -14.59931 0.35
H 22.70143 -0.62571 -15.43265 -0.95
H 23.69062 1.42260 -16.22568 0.54
H 22.73458 0.56128 -17.42410 0.36
H 25.58051 2.32672 -17.92410 0.31
H 24.04873 2.20079 -18.68549 0.30
H 25.24683 1.40529 -19.52529 0.31
H 23.55742 -1.50441 -17.87610 0.34
H 24.14619 -2.53210 -16.85688 0.31
C 25.21355 -1.84500 -9.75632 -0.87
C 26.23280 -1.03879 -8.95258 0.67
C 27.60968 -0.80382 -9.56721 -0.77
O 28.41452 -0.23699 -8.51100 -0.29
C 29.66090 0.11496 -9.02284 -0.80
N 25.70453 0.27119 -8.54315 -0.80
H 25.18898 -2.93028 -9.66845 0.42
H 25.31973 -1.56997 -10.80844 0.19
H 24.19937 -1.55030 -9.47871 -0.04
H 26.33805 -1.49779 -7.96285 0.25
H 27.53139 -0.05638 -10.36279 0.38
H 28.03805 -1.68822 -10.04486 0.41
H 29.57314 0.92174 -9.76077 0.32
H 30.24778 -0.69784 -9.45741 0.30
H 30.28078 0.59867 -8.26475 0.28
H 24.84655 0.09379 -8.03128 0.04
H 26.31573 0.71267 -7.86896 0.28
C 19.76258 0.31592 -14.65999 -1.23
C 19.61362 -1.03628 -13.98824 1.56
C 20.49222 -1.20959 -12.74354 -0.41
O 21.81585 -1.56346 -13.10753 -0.24
C 22.77168 -1.49192 -12.08776 -0.99
N 18.24246 -1.32230 -13.57103 -0.42
H 20.71576 0.59727 -15.11103 0.30
H 19.47718 1.07153 -13.92300 0.28
H 19.10992 0.40317 -15.53256 0.04
H 19.91146 -1.85633 -14.64653 0.32
H 20.12737 -1.99105 -12.06872 -0.03
H 20.40593 -0.32193 -12.10082 -0.43
H 23.66620 -1.96211 -12.50489 0.29
H 22.59963 -2.12580 -11.21272 0.36
H 23.10628 -0.48572 -11.82434 0.45
H 17.74568 -0.47251 -13.32521 0.01
H 17.80323 -1.65088 -14.42563 0.28

=====

Entry 2:
13
Properties=species:S:1:pos:R:3:mulliken_charge:R:1 method="wB97M-V/def2-TZVPD" orbital_gap_ev=9.6 relative_energy_kj_mol=311.0 e_lumo_ha=0.01055
C -0.73327 -0.81898 0.18289 -0.77
C 1.13633 1.61465 0.18800 -0.14
N 0.72965 1.97146 -0.93151 -0.49
O 2.41796 -0.68387 0.03407 -0.54
O 3.05495 0.86863 1.80268 -0.52
S 2.86345 0.86194 0.38234 0.54
H 0.23499 -0.71314 -0.01531 -0.09
H -1.24644 -0.36952 1.12786 0.22
H -1.15776 -0.41359 -0.70242 0.37
H 0.79546 1.94432 1.15908 0.46
H -0.03298 2.65177 -1.10084 0.28
H 2.62350 -0.96677 -0.91012 0.36
H -1.02785 -1.87726 0.02706 0.33

=====

Entry 3:
61
Properties=species:S:1:pos:R:3:mulliken_charge:R:1 method="wB97M-V/def2-TZVPD" orbital_gap_ev="6.9 / 8.1" e_lumo_ha="0.01080 / 0.01077" s2=0.75 spin_multiplicity=2
O 0.24908 -0.78073 -0.35237 0.16
C 1.02000 -1.53496 0.51151 0.26
C 0.38559 -2.88669 0.83611 -0.78
C -0.98354 -3.08122 0.70852 0.29
H -1.60052 -2.23024 0.43160 0.40
C -1.54932 -4.32453 0.97501 -1.02
H -2.61867 -4.43875 0.84461 0.42
C -0.75285 -5.38140 1.41403 -0.45
H -1.20696 -6.35199 1.64133 0.37
C 0.62518 -5.17908 1.55541 -0.65
H 1.24859 -5.99416 1.90715 0.39
C 1.19894 -3.94845 1.24799 -0.10
H 2.27325 -3.78679 1.35536 0.39
H 1.99795 -1.75354 0.04595 0.26
C 2.65340 0.23589 1.66576 -1.45
C 1.40311 -0.59726 1.81538 0.86
H 3.26769 0.12875 2.57779 0.48
H 2.46787 1.31217 1.51180 0.21
H 3.25535 -0.15626 0.82906 0.31
C 0.90653 -0.98072 3.01019 0.01
C 1.26476 -0.40924 4.33782 -1.58
H 0.21140 -1.81533 3.05792 0.39
H 1.63676 -1.19775 5.01084 0.41
H 0.38732 -0.00628 4.86051 0.32
H 2.03128 0.37882 4.31567 0.33
Ti -0.37677 0.99866 0.53105 0.22
Cl -2.40705 0.08065 0.98992 -0.57
Cl 0.01144 1.97549 2.50018 -0.53
H -2.53351 -2.79455 -3.68656 0.36
H -4.19501 -0.94055 -3.27677 0.36
C -2.10960 -2.52897 -2.70803 -0.98
C -3.65616 -0.61476 -2.37734 -0.92
N -2.28867 -1.10931 -2.44698 0.31
H -1.03797 -2.75681 -2.69631 0.30
C -1.22327 -0.31480 -2.25005 -0.18
O -1.26208 0.80839 -1.69984 -0.64
H -3.65501 0.47569 -2.30807 0.24
H -0.27724 -0.74505 -2.62601 0.48
H -2.61507 -3.13155 -1.93958 0.30
H -4.16915 -1.04185 -1.50482 0.30
H 2.88625 4.38614 -1.96445 0.32
H 3.35273 2.63893 -3.98678 0.34
C 3.15284 3.50436 -1.36689 -0.97
C 3.39343 1.86037 -3.21589 -0.93
N 2.67302 2.28745 -2.02449 0.35
H 2.73032 3.59426 -0.36454 0.29
C 1.61994 1.61713 -1.58953 0.89
O 1.00628 1.95200 -0.51830 -0.41
H 2.93997 0.94148 -3.59880 0.29
H 1.29413 0.74080 -2.16727 -0.25
H 4.24542 3.45509 -1.31013 0.35
H 4.44626 1.67314 -2.97246 0.32
N -3.14053 4.50672 1.06236 -0.03
C -2.31287 5.13506 0.13985 -0.51
C -1.48694 4.15246 -0.35122 -0.63
N -1.74533 2.96099 0.31416 0.45
C -2.78725 3.19305 1.10512 -0.54
H -3.85633 4.93336 1.64427 0.22
H -2.37046 6.19127 -0.07406 0.40
H -0.72932 4.21949 -1.11827 0.37
H -3.28863 2.47552 1.74158 0.43

=====

Across the entries above, E takes the values -2192.43667; -683.72737; -2995.43438 Ha, respectively.
Across the entries above, max |F| takes the values 0.0334; 0.1060; 0.0709 hartree/bohr, respectively.